This record from OMol25 describes a structure of composition C23H17CuNO2. The level of theory is wB97M-V/def2-TZVPD.

Positions of all 44 atoms, in Å:
Cu: -0.5140 0.3754 0.0274
C: -3.7272 -2.2965 1.1744
C: -3.5890 -3.3366 0.2604
C: -2.6269 -3.2317 -0.7284
C: -1.8169 -2.0939 -0.7956
C: -1.9192 -1.0200 0.1121
C: -2.9050 -1.1830 1.0987
C: -0.7985 -1.9877 -1.8701
C: -0.9977 -2.6132 -3.1392
C: -0.1006 -2.4197 -4.1411
C: 1.0400 -1.6095 -3.9110
C: 2.0265 -1.3548 -4.8891
C: 3.1140 -0.5817 -4.5928
C: 3.2577 -0.0305 -3.3022
C: 2.3126 -0.2557 -2.3395
C: 1.1753 -1.0491 -2.6248
N: 0.2605 -1.2420 -1.6361
H: -4.4800 -2.3662 1.9534
H: -4.2149 -4.2194 0.3291
H: -2.4928 -4.0548 -1.4213
H: -3.0258 -0.4006 1.8421
H: -1.8873 -3.2056 -3.2970
H: -0.2482 -2.8628 -5.1199
H: 1.9031 -1.7843 -5.8771
H: 3.8675 -0.3866 -5.3456
H: 4.1230 0.5806 -3.0763
H: 2.3847 0.1690 -1.3488
C: 2.5812 3.3341 -0.6283
C: 1.4939 2.6535 0.1953
O: 0.6819 1.9837 -0.4664
C: 1.4802 2.8097 1.6215
C: 2.4408 3.6591 2.2259
C: 2.5488 3.8264 3.5770
C: 1.6723 3.0934 4.4099
C: 0.7331 2.2640 3.8851
C: 0.5400 2.0942 2.4577
O: -0.3986 1.3695 2.0498
H: 2.4632 2.9994 -1.6563
H: 3.5804 3.0838 -0.2703
H: 2.4814 4.4204 -0.5946
H: 3.1171 4.2104 1.5861
H: 3.2864 4.4940 4.0021
H: 1.7515 3.1927 5.4884
H: 0.0575 1.6992 4.5158

Results
2S+1   1
Charge   -1
E   -2732.441572 hartree



This record from OMol25 describes a cluster of 2 separate species, C8H10N2O2P in total at a distorted geometry. The level of theory is wB97M-V/def2-TZVPD.

Positions of all 23 atoms, in Å:
C: 1.9213 2.3861 -0.2150
C: 1.2013 2.5983 0.9535
C: 1.5051 1.4018 -1.0638
C: 0.1018 1.7408 1.2468
C: 0.5569 0.4594 -0.7527
C: -0.0845 0.5713 0.4936
C: -2.1050 -0.0475 1.4631
C: 0.4995 -0.7975 -1.5856
N: -3.1198 0.2233 1.9756
N: -1.0969 -0.3484 0.8685
O: -1.4748 -5.2269 -0.2075
O: -1.4230 -2.8463 0.2782
P: -0.9669 -3.8363 -0.6848
H: 2.7610 3.0358 -0.6534
H: 1.3802 3.4197 1.7483
H: 2.1055 1.3978 -1.9916
H: -0.4294 2.0754 2.1648
H: 0.3448 -1.6162 -0.9936
H: -0.2793 -0.6517 -2.2535
H: 1.3793 -0.9717 -2.0914
H: -3.7435 0.0612 2.6677
H: -1.9191 -5.4418 0.6627
H: -1.1864 -1.4887 0.4375

Results
ΔE to the lowest compared entry with this formula, charge and spin   31.6 kcal per mole
2S+1   3
Charge   +1
E   -911.751929 hartree



This record from OMol25 describes an isolated molecule of C2H2BrNO2 at a distorted geometry. The level of theory is wB97M-V/def2-TZVPD.

Positions of all 8 atoms, in Å:
C: 0.2140 0.0855 -0.1502
C: 1.4725 -0.3418 -0.0600
N: 1.8396 -1.7903 -0.0019
O: 0.9578 -2.5912 0.1535
O: 3.0093 -1.9765 -0.1138
Br: 3.0318 0.7816 0.0282
H: -0.0511 1.1149 -0.4092
H: -0.6895 -0.7006 0.0569

Results
ΔE to the lowest compared entry with this formula, charge and spin   84.4 kcal per mole
2S+1   1
E   -2856.512876 hartree